{
  "formula": "C17H27N3",
  "method": "wB97M-V/def2-TZVPD",
  "elements": ["C", "C", "C", "C", "C", "C", "C", "C", "N", "C", "N", "C", "C", "N", "C", "C", "C", "C", "C", "C", "H", "H", "H", "H", "H", "H", "H", "H", "H", "H", "H", "H", "H", "H", "H", "H", "H", "H", "H", "H", "H", "H", "H", "H", "H", "H", "H"],
  "xyz": [[-2.08243, -2.66264, 1.49747], [-0.63893, -2.78984, 1.02635], [-0.46570, -2.22445, -0.38070], [0.98319, -2.22888, -0.86974], [1.89167, -1.35505, 0.00208], [3.00124, -0.67372, -0.80007], [3.78136, 0.36890, 0.00915], [3.12952, 1.76065, 0.02790], [1.85939, 1.78368, 0.69730], [1.65942, 1.74101, 2.04568], [0.41708, 1.61456, 2.39518], [-0.27965, 1.54948, 1.21050], [-1.65174, 1.37801, 0.99605], [-2.48539, 1.18085, 2.08334], [-2.09869, 1.32619, -0.32576], [-3.56560, 1.09318, -0.56909], [-1.20074, 1.48956, -1.39595], [-1.70209, 1.47392, -2.81229], [0.15779, 1.65397, -1.18071], [0.61161, 1.66305, 0.12861], [-2.75581, -3.17590, 0.81364], [-2.36742, -1.61401, 1.54352], [-2.20269, -3.09534, 2.48808], [-0.33564, -3.83989, 1.03713], [0.00494, -2.24799, 1.72022], [-1.07652, -2.80775, -1.07495], [-0.83712, -1.19726, -0.39577], [0.99250, -1.84450, -1.89255], [1.36164, -3.25287, -0.90201], [1.27175, -0.59893, 0.47688], [2.34253, -1.95524, 0.79496], [2.56669, -0.18995, -1.67744], [3.69492, -1.43760, -1.15965], [4.77767, 0.49039, -0.42170], [3.90283, 0.01618, 1.03559], [2.98014, 2.11114, -0.99661], [3.80136, 2.46101, 0.53694], [2.47393, 1.81880, 2.74068], [-3.41459, 1.56362, 2.00950], [-2.02426, 1.38473, 2.95794], [-4.12599, 2.02773, -0.49616], [-3.95918, 0.39869, 0.17086], [-3.74266, 0.67084, -1.55260], [-2.50810, 2.19298, -2.94827], [-0.89852, 1.72487, -3.50043], [-2.07814, 0.48591, -3.07882], [0.83444, 1.76792, -2.01432]],
  "e_above_lowest_kcal_mol": 1.0,
  "smiles": "CCCCCCCCn1cnc2c(N)c(C)c(C)cc21",
  "gap_ev": 8.4,
  "charge": 0,
  "e_homo_ev": -7.48,
  "lumo_energy_ev": 0.89,
  "e_tot_ev": -22538.952
}

=====

{
  "formula": "C17H27N3O2S",
  "method": "wB97M-V/def2-TZVPD",
  "elements": ["C", "C", "N", "C", "C", "C", "O", "C", "C", "C", "C", "C", "C", "O", "C", "S", "N", "C", "C", "C", "N", "C", "C", "H", "H", "H", "H", "H", "H", "H", "H", "H", "H", "H", "H", "H", "H", "H", "H", "H", "H", "H", "H", "H", "H", "H", "H", "H", "H", "H"],
  "xyz": [[-1.09524, -0.42149, 2.10950], [0.21988, -1.19825, 2.02993], [0.99815, -0.88601, 0.84562], [0.91621, -1.78579, -0.28093], [-0.22313, -1.42861, -1.25499], [-0.00356, -2.09610, -2.61468], [0.02701, -3.49908, -2.48108], [-0.97791, -3.99151, -1.69048], [-1.24095, -5.35505, -1.72367], [-2.25441, -5.88921, -0.95153], [-3.02121, -5.06454, -0.14402], [-2.75580, -3.70977, -0.08829], [-1.73017, -3.16506, -0.85026], [-1.48408, -1.81769, -0.74305], [1.64326, 0.29815, 0.67853], [2.34732, 0.68590, -0.77863], [1.73342, 1.12999, 1.73618], [2.29179, 2.45993, 1.69127], [1.20284, 3.52752, 1.83305], [0.23734, 3.57163, 0.64062], [0.50515, 4.68947, -0.25001], [-0.57238, 4.84894, -1.20495], [1.77753, 4.55616, -0.93545], [-1.71559, -0.66530, 1.25153], [-0.92617, 0.65298, 2.11310], [-1.62761, -0.69466, 3.01720], [-0.00349, -2.26662, 1.99780], [0.82950, -1.02612, 2.92542], [0.77314, -2.80344, 0.08993], [1.86265, -1.73773, -0.82552], [-0.26939, -0.34260, -1.37639], [0.95103, -1.79845, -3.04899], [-0.82039, -1.80181, -3.28854], [-0.63773, -5.97295, -2.36935], [-2.45085, -6.94948, -0.98724], [-3.82154, -5.47686, 0.45065], [-3.33118, -3.05010, 0.54222], [1.24994, 0.89343, 2.58711], [3.01604, 2.56039, 2.50705], [2.81447, 2.55764, 0.73947], [0.64158, 3.32612, 2.74933], [1.66656, 4.50716, 1.94316], [-0.78352, 3.70239, 1.01082], [0.27385, 2.61077, 0.09733], [-1.50851, 5.00952, -0.67077], [-0.37321, 5.72375, -1.82187], [-0.68961, 3.97460, -1.86483], [2.59051, 4.62292, -0.21583], [1.88408, 5.37789, -1.64169], [1.86443, 3.60704, -1.48377]],
  "e_above_lowest_kcal_mol": 21.9,
  "smiles": "CCN(C[C@H]1COc2ccccc2O1)C(=S)NCCCN(C)C",
  "gap_ev": 8.7,
  "charge": 0,
  "e_homo_ev": -7.99,
  "lumo_energy_ev": 0.68,
  "e_tot_ev": -37467.448
}

=====

{
  "formula": "C17H27N3O4S",
  "method": "wB97M-V/def2-TZVPD",
  "elements": ["C", "C", "N", "C", "C", "N", "C", "O", "C", "O", "C", "C", "C", "C", "S", "O", "O", "N", "C", "C", "C", "C", "C", "C", "C", "H", "H", "H", "H", "H", "H", "H", "H", "H", "H", "H", "H", "H", "H", "H", "H", "H", "H", "H", "H", "H", "H", "H", "H", "H", "H", "H"],
  "xyz": [[-4.12159, -0.95353, 1.37073], [-2.60088, -0.93541, 1.47952], [-2.10197, 0.38889, 1.80987], [-2.11705, 1.29093, 0.67353], [-1.75201, 2.70448, 1.13218], [-0.45813, 2.69253, 1.77259], [0.66578, 3.31633, 1.38426], [1.70270, 3.26198, 2.02212], [0.61086, 4.13503, 0.08526], [0.06506, 3.44416, -1.02127], [0.65493, 2.29084, -1.43352], [1.84528, 1.77640, -0.92454], [2.33406, 0.57714, -1.41674], [1.64294, -0.10263, -2.39740], [2.22844, -1.68266, -2.97366], [3.60626, -1.83857, -2.59720], [1.86132, -1.86939, -4.34652], [1.23555, -2.69836, -2.08783], [1.67898, -3.06239, -0.75352], [0.46298, -3.40505, 0.10455], [2.69265, -4.20383, -0.77762], [0.46590, 0.40398, -2.91887], [-0.02594, 1.60043, -2.44357], [-0.41672, 1.76839, 2.88720], [-0.77304, 0.36682, 2.39350], [-4.55708, -0.50180, 2.25750], [-4.46992, -1.97983, 1.29069], [-4.46760, -0.40898, 0.49666], [-2.15457, -1.31350, 0.54274], [-2.30296, -1.60853, 2.28705], [-1.40828, 0.96408, -0.11047], [-3.12003, 1.30901, 0.24664], [-2.49079, 3.03256, 1.87291], [-1.76733, 3.38466, 0.28436], [-0.02897, 5.01151, 0.22374], [1.63075, 4.47773, -0.12560], [2.39343, 2.28944, -0.15166], [3.26183, 0.16626, -1.05093], [0.93365, -3.48388, -2.64444], [2.16097, -2.16220, -0.35824], [0.76887, -3.58962, 1.13065], [-0.02923, -4.29519, -0.27997], [-0.24814, -2.58361, 0.09064], [2.24030, -5.10037, -1.19828], [3.54439, -3.91554, -1.38788], [3.03724, -4.42556, 0.22913], [-0.03795, -0.14742, -3.69580], [-0.93763, 2.02762, -2.83079], [-1.14446, 2.08506, 3.64038], [0.58735, 1.79075, 3.31180], [-0.00971, 0.03309, 1.66584], [-0.77048, -0.32225, 3.24028]],
  "e_above_lowest_kcal_mol": 34.9,
  "smiles": "CCN1CCN(C(=O)COc2ccc(S(=O)(=O)NC(C)C)cc2)CC1",
  "gap_ev": 9.6,
  "charge": 0,
  "e_homo_ev": -8.92,
  "lumo_energy_ev": 0.66,
  "e_tot_ev": -41562.654
}

=====

{
  "formula": "C17H27N5O2S",
  "method": "wB97M-V/def2-TZVPD",
  "elements": ["C", "C", "C", "N", "C", "C", "N", "C", "C", "C", "C", "C", "S", "C", "N", "N", "C", "N", "C", "O", "C", "C", "C", "C", "O", "H", "H", "H", "H", "H", "H", "H", "H", "H", "H", "H", "H", "H", "H", "H", "H", "H", "H", "H", "H", "H", "H", "H", "H", "H", "H", "H"],
  "xyz": [[0.72108, -1.32741, -3.61723], [0.44223, -0.53084, -2.33511], [0.20922, 0.92856, -2.71593], [1.57826, -0.73600, -1.43052], [1.94981, 0.32969, -0.52152], [1.06856, 0.41327, 0.72946], [1.13829, -0.86450, 1.42149], [0.52335, -0.85261, 2.73858], [-0.94175, -0.54818, 2.71478], [-2.03421, -1.35037, 2.52668], [-3.15380, -0.49330, 2.42445], [-2.65204, 0.76776, 2.54941], [-3.43469, 2.33309, 2.49115], [-2.60669, 2.94845, 1.08564], [-1.81356, 2.28703, 0.28683], [-1.38226, 3.14737, -0.64798], [-1.91666, 4.30582, -0.41204], [-2.71396, 4.25125, 0.69041], [-3.49984, 5.28128, 1.30293], [-1.32192, 0.74516, 2.74144], [0.64144, -1.91411, 0.55474], [1.51246, -1.99997, -0.71095], [2.92941, -2.48704, -0.36732], [3.02130, -4.01260, -0.37519], [2.66607, -4.57411, -1.61750], [1.62352, -0.94681, -4.08879], [-0.10931, -1.22445, -4.31127], [0.86224, -2.38488, -3.41165], [-0.49139, -0.90924, -1.88409], [-0.12741, 1.52565, -1.87352], [1.11380, 1.36355, -3.13473], [-0.56758, 0.96774, -3.47649], [1.93878, 1.28367, -1.04291], [2.97724, 0.13091, -0.20127], [1.45324, 1.19072, 1.39422], [0.03947, 0.67960, 0.44336], [1.03620, -0.09262, 3.33481], [0.68262, -1.83384, 3.19373], [-2.04106, -2.41951, 2.46948], [-4.17801, -0.76279, 2.27097], [-1.75872, 5.18995, -0.99333], [-4.56409, 5.07443, 1.17112], [-3.25635, 6.23729, 0.84327], [-3.28549, 5.32235, 2.37227], [0.68769, -2.86494, 1.09094], [-0.40793, -1.73724, 0.26034], [1.06218, -2.74462, -1.37366], [3.22370, -2.11428, 0.61300], [3.61752, -2.08699, -1.11603], [2.32645, -4.44634, 0.34747], [4.04147, -4.32018, -0.09865], [3.17108, -4.12481, -2.30528]],
  "e_above_lowest_kcal_mol": 66.6,
  "smiles": "CC(C)N1CCN(Cc2ccc(Sc3nncn3C)o2)C[C@@H]1CCO",
  "gap_ev": 8.0,
  "charge": 0,
  "e_homo_ev": -7.58,
  "lumo_energy_ev": 0.46,
  "e_tot_ev": -40446.368
}

=====

Question: Number 4 is which compound?
Answer: C17H27N5O2S